*w*
{
  "formula": "C5H11NO2",
  "method": "the ωB97M-V functional and the def2-TZVPD basis",
  "species": ["O", "O", "N", "C", "C", "C", "C", "C", "H", "H", "H", "H", "H", "H", "H", "H", "H", "H", "H"],
  "coordinates": [[0.18, 1.05, -1.44], [-2.68, -1.51, -0.23], [0.57, 0.06, 0.53], [2.52, 0.62, -0.83], [1.07, 0.72, -0.63], [0.67, 0.60, 1.85], [-0.37, -0.94, 0.34], [-1.75, -0.38, 0.03], [-0.07, -1.72, -0.39], [-2.16, 0.32, 0.75], [2.74, 0.97, -1.92], [0.67, 1.69, 1.63], [3.09, 0.99, 0.00], [2.97, -0.44, -1.00], [-1.68, 0.21, -0.91], [-2.99, -1.73, 0.75], [-0.61, -1.47, 1.36], [-0.31, 0.54, 2.38], [1.55, 0.18, 2.40]],
  "charge": 0,
  "e_homo_ev": -8.527,
  "gap_ev": 9.2
}

*x*
{
  "formula": "C5H11NO2",
  "method": "the ωB97M-V functional and the def2-TZVPD basis",
  "species": ["O", "O", "N", "C", "C", "C", "C", "C", "H", "H", "H", "H", "H", "H", "H", "H", "H", "H", "H"],
  "coordinates": [[1.74, 1.77, -0.31], [-0.85, 0.78, 2.80], [-0.15, -1.55, -0.82], [1.13, -0.57, 0.97], [0.01, -0.35, -0.04], [-1.33, -0.05, 0.63], [-1.51, 0.80, 1.75], [-0.21, -1.18, -2.19], [-0.11, -2.09, -2.79], [0.28, 0.46, -0.72], [-0.56, 1.59, 0.46], [1.92, -0.11, 0.36], [-1.14, -0.64, -2.50], [1.23, -1.60, 1.32], [-2.19, -0.56, 0.19], [2.50, 2.36, -0.32], [-2.39, 1.46, 1.82], [0.66, -0.55, -2.47], [0.98, 0.03, 1.86]],
  "charge": 0,
  "e_homo_ev": -8.288,
  "gap_ev": 4.6
}

*y*
{
  "formula": "C5H11NO2",
  "method": "the ωB97M-V functional and the def2-TZVPD basis",
  "species": ["O", "O", "N", "C", "C", "C", "C", "C", "H", "H", "H", "H", "H", "H", "H", "H", "H", "H", "H"],
  "coordinates": [[1.00, 0.89, 1.73], [0.01, -0.82, -1.73], [-0.59, -0.50, 0.92], [2.17, -0.40, -2.71], [-2.00, -0.64, 0.52], [-1.16, 1.01, 2.67], [-0.17, 0.53, 1.80], [0.78, 0.12, -2.34], [-2.15, 0.58, 2.72], [2.08, -1.28, -3.35], [0.92, 1.00, -1.68], [-2.44, 0.32, 0.24], [2.76, 0.32, -3.28], [-0.83, 1.76, 3.38], [2.68, -0.75, -1.81], [-2.00, -1.28, -0.36], [0.29, 0.53, -3.25], [-2.57, -1.10, 1.34], [-0.02, -0.51, 0.06]],
  "charge": 0,
  "e_homo_ev": -7.999,
  "gap_ev": 3.6
}

*z*
{
  "formula": "C5H11NO2",
  "method": "the ωB97M-V functional and the def2-TZVPD basis",
  "species": ["O", "O", "N", "C", "C", "C", "C", "C", "H", "H", "H", "H", "H", "H", "H", "H", "H", "H", "H"],
  "coordinates": [[-2.25, -1.24, 2.18], [-0.14, -0.80, 2.72], [-1.20, -1.48, -0.31], [0.40, 0.34, 0.19], [-1.04, -0.73, 1.94], [-1.00, -0.27, 0.43], [1.97, 0.86, -1.74], [0.77, 1.38, -0.88], [2.61, 0.17, -1.20], [-0.34, -1.69, -0.81], [1.09, -0.51, 0.24], [0.93, 2.35, -0.39], [-2.04, -1.68, -0.84], [-1.76, 0.51, 0.34], [1.47, 0.20, -2.45], [-0.09, 1.70, -1.49], [2.42, 1.76, -2.14], [-2.41, -1.65, 3.03], [0.63, 0.77, 1.17]],
  "charge": 0,
  "e_homo_ev": -9.056,
  "gap_ev": 9.9
}

Structures ranked by computed energy, the most stable listed first: *z*, *w*, *y*, *x*.

*w*
{
  "formula": "C5H11NO2",
  "method": "the ωB97M-V functional and the def2-TZVPD basis",
  "species": ["O", "O", "N", "C", "C", "C", "C", "C", "H", "H", "H", "H", "H", "H", "H", "H", "H", "H", "H"],
  "coordinates": [[-4.56, 0.42, -0.97], [0.71, -0.75, -2.62], [1.86, -0.66, 0.73], [0.82, -0.92, -0.24], [0.28, 1.14, 0.98], [-0.27, 0.15, -0.06], [1.52, 0.48, 1.60], [1.37, -0.99, -1.65], [-1.13, -0.40, 0.32], [0.50, 2.06, 0.50], [2.18, -1.45, 1.26], [-4.98, 0.68, -1.80], [0.36, -1.90, -0.12], [2.42, -1.33, -1.75], [1.28, 0.19, 2.62], [2.38, 1.16, 1.63], [-3.70, 0.08, -1.21], [-0.58, 0.62, -0.98], [-0.43, 1.41, 1.76]],
  "charge": 0,
  "e_homo_ev": -8.890,
  "gap_ev": 9.6
}

*x*
{
  "formula": "C5H11NO2",
  "method": "the ωB97M-V functional and the def2-TZVPD basis",
  "species": ["O", "O", "N", "C", "C", "C", "C", "C", "H", "H", "H", "H", "H", "H", "H", "H", "H", "H", "H"],
  "coordinates": [[2.46, 0.12, -1.05], [1.15, 3.40, -0.21], [0.22, -0.31, -0.84], [-1.29, -1.55, 0.44], [-0.48, -1.63, -0.83], [1.46, -0.32, -1.53], [-0.11, 0.56, 0.45], [-0.82, -0.49, 1.21], [1.40, 3.25, 0.75], [-1.47, -0.05, 1.92], [-1.38, -2.40, 1.09], [-0.64, 1.48, 0.28], [0.21, -2.37, -0.86], [-1.27, -1.68, -1.60], [-2.38, -1.34, 0.10], [0.84, 0.92, 0.98], [0.64, 4.25, 0.00], [-0.03, -0.71, 1.98], [1.47, -1.12, -2.28]],
  "charge": 0,
  "e_homo_ev": -8.880,
  "gap_ev": 9.5
}

*y*
{
  "formula": "C5H11NO2",
  "method": "the ωB97M-V functional and the def2-TZVPD basis",
  "species": ["O", "O", "N", "C", "C", "C", "C", "C", "H", "H", "H", "H", "H", "H", "H", "H", "H", "H", "H"],
  "coordinates": [[1.02, 0.99, -2.35], [2.06, 1.96, -0.57], [0.56, -0.91, 0.17], [-0.36, 2.25, -0.77], [1.43, -0.61, 1.06], [-0.40, -1.97, 0.57], [-1.81, -1.42, 0.79], [1.01, 1.71, -1.16], [-0.51, 3.30, -1.09], [-0.45, 2.15, 0.30], [2.14, 0.18, 0.78], [-1.20, 1.72, -1.30], [-0.08, -2.43, 1.56], [1.46, -1.10, 2.08], [-1.79, -0.72, 1.63], [-2.30, -0.97, -0.05], [1.97, 0.85, -2.58], [-2.42, -2.22, 1.11], [-0.34, -2.76, -0.17]],
  "charge": 0,
  "e_homo_ev": -9.798,
  "gap_ev": 10.7
}

*z*
{
  "formula": "C5H11NO2",
  "method": "the ωB97M-V functional and the def2-TZVPD basis",
  "species": ["O", "O", "N", "C", "C", "C", "C", "C", "H", "H", "H", "H", "H", "H", "H", "H", "H", "H", "H"],
  "coordinates": [[0.44, 0.38, -0.73], [1.99, -0.07, 1.01], [-1.92, -1.39, 0.45], [1.31, -1.86, -0.45], [1.00, 1.68, -0.86], [-1.99, 1.05, 0.61], [1.15, -0.54, 0.27], [-1.36, -0.29, 0.63], [-2.73, 1.17, 1.39], [1.83, 1.69, -1.57], [2.34, -2.01, -0.77], [1.42, 1.98, 0.10], [0.23, 2.37, -1.20], [0.99, -2.64, 0.25], [-1.21, 1.80, 0.72], [0.68, -1.96, -1.33], [-0.24, -0.30, 1.24], [-1.39, -2.23, 0.60], [-2.53, 1.15, -0.34]],
  "charge": 0,
  "e_homo_ev": -9.333,
  "gap_ev": 9.9
}

Structures ranked by computed energy, the most stable listed first: *y*, *w*, *x*, *z*.

*w*
{
  "formula": "C5H11NO2",
  "method": "the ωB97M-V functional and the def2-TZVPD basis",
  "species": ["O", "O", "N", "C", "C", "C", "C", "C", "H", "H", "H", "H", "H", "H", "H", "H", "H", "H", "H"],
  "coordinates": [[-0.65, -1.23, 0.25], [0.12, -1.58, -2.45], [-0.21, 0.72, 1.27], [-0.19, -0.10, 0.17], [0.36, 0.40, -1.13], [-0.45, 0.14, 2.61], [1.09, -0.70, -1.91], [-0.16, 2.15, 1.17], [-0.30, 0.91, 3.36], [0.24, -0.69, 2.75], [0.54, 2.54, 0.43], [1.60, -0.33, -2.80], [-1.49, -0.21, 2.59], [-0.34, -1.99, -1.71], [1.78, -1.22, -1.23], [1.04, 1.23, -0.94], [0.22, 2.61, 2.10], [-0.45, 0.81, -1.74], [-1.13, 2.63, 0.98]],
  "charge": 0,
  "e_homo_ev": -9.404,
  "gap_ev": 10.1
}

*x*
{
  "formula": "C5H11NO2",
  "method": "the ωB97M-V functional and the def2-TZVPD basis",
  "species": ["O", "O", "N", "C", "C", "C", "C", "C", "H", "H", "H", "H", "H", "H", "H", "H", "H", "H", "H"],
  "coordinates": [[2.23, 1.16, -1.95], [-2.15, -1.32, 1.92], [-0.92, -0.07, -1.29], [0.01, -1.06, -1.18], [-0.83, 0.81, -0.25], [0.16, 0.34, 0.59], [0.61, 1.00, 1.86], [0.68, -0.85, 0.01], [3.20, 1.14, -1.98], [0.10, -1.78, -1.97], [1.50, 1.61, 1.75], [-0.19, 1.64, 2.23], [2.02, 0.69, -1.13], [-1.91, -2.20, 1.62], [1.37, -1.54, 0.45], [0.78, 0.24, 2.63], [-1.55, 0.01, -2.07], [-1.37, 1.73, -0.25], [-1.48, -0.74, 1.51]],
  "charge": 0,
  "e_homo_ev": -8.648,
  "gap_ev": 9.5
}

Structures ranked by computed energy, the most stable listed first: *x*, *w*.

*w*
{
  "formula": "C5H11NO2",
  "method": "the ωB97M-V functional and the def2-TZVPD basis",
  "species": ["O", "O", "N", "C", "C", "C", "C", "C", "H", "H", "H", "H", "H", "H", "H", "H", "H", "H", "H"],
  "coordinates": [[-2.26, 1.31, -2.25], [1.88, -1.72, -1.03], [-1.14, 0.30, -0.57], [0.74, -0.69, 0.83], [-1.20, 0.99, -1.77], [0.69, -1.84, -0.19], [-0.40, 1.43, 1.54], [-0.01, 0.61, 0.33], [-0.27, 1.03, -2.36], [-0.50, 2.51, 1.41], [-0.09, -1.85, -0.96], [0.79, 1.15, -0.21], [1.56, -1.50, -1.91], [-1.29, 1.04, 2.09], [-1.99, 0.06, -0.10], [1.80, -0.38, 0.73], [0.75, -2.82, 0.31], [0.51, -0.94, 1.85], [0.44, 1.33, 2.26]],
  "charge": 0,
  "e_homo_ev": -9.754,
  "gap_ev": 10.6
}

*x*
{
  "formula": "C5H11NO2",
  "method": "the ωB97M-V functional and the def2-TZVPD basis",
  "species": ["O", "O", "N", "C", "C", "C", "C", "C", "H", "H", "H", "H", "H", "H", "H", "H", "H", "H", "H"],
  "coordinates": [[-2.10, -0.90, 2.23], [-0.63, -2.11, 1.02], [-0.33, 0.14, 1.38], [0.56, 0.32, 0.23], [1.33, 1.67, 0.42], [0.08, -0.92, -2.02], [-0.98, -1.04, 1.47], [-0.12, 0.35, -1.15], [2.25, 1.47, 0.97], [0.68, 2.32, 1.00], [0.50, -0.62, -2.99], [-1.19, 0.39, -0.94], [1.56, 2.12, -0.54], [0.94, -1.46, -1.61], [-0.76, 0.99, 1.69], [1.26, -0.52, 0.28], [0.07, 1.19, -1.79], [-2.39, -1.79, 2.51], [-0.74, -1.61, -2.16]],
  "charge": 0,
  "e_homo_ev": -9.984,
  "gap_ev": 10.8
}

Structures ranked by computed energy, the most stable listed first: *x*, *w*.